122
Properties=species:S:1:pos:R:3:forces:R:3 method="wB97M-V/def2-TZVPD" gap_ev="8.9264 / 2.6746" lumo_ev="-2.13 / -8.65" total_charge=+1 spin_multiplicity=5 e_tot_ev=-172395.3423
V -0.138 -1.450 -2.270 -0.05 0.07 0.10
C -1.477 -3.813 -5.180 -0.42 0.27 -0.89
F -1.264 -4.657 -6.187 0.68 -0.36 0.67
F -2.750 -3.445 -5.324 0.54 0.34 0.60
F -1.334 -4.409 -3.965 0.12 0.45 -1.07
S -0.196 -2.376 -5.417 0.66 -2.24 -0.69
O 1.040 -2.936 -4.894 -1.30 0.89 0.03
O -0.230 -2.012 -6.834 -0.17 -0.17 2.92
N -0.850 -1.310 -4.244 1.42 -2.70 -1.87
S -1.755 -0.316 -5.015 -3.44 2.92 -3.09
O -2.604 -0.789 -6.120 2.27 0.27 1.94
O -2.490 0.487 -4.084 0.78 0.01 0.35
C -0.382 0.810 -5.828 -0.92 0.63 -1.63
F -0.540 2.116 -5.476 0.08 -1.22 0.05
F 0.867 0.442 -5.582 0.01 -0.11 0.84
F -0.510 0.715 -7.161 -0.41 0.40 0.61
C -2.470 0.621 0.556 2.93 1.45 0.82
F -2.768 1.826 1.079 0.30 -0.85 0.05
F -2.254 -0.289 1.503 -0.19 0.45 -0.05
F -3.394 0.251 -0.223 -1.27 -0.65 -1.32
S -0.753 0.900 -0.484 -0.48 0.16 -0.01
O -1.206 0.901 -1.846 0.16 -0.97 -0.53
O -0.020 2.093 -0.087 -0.98 -1.20 0.06
N 0.086 -0.603 -0.333 -1.16 2.58 0.78
S 1.117 -0.300 0.828 4.30 0.00 2.51
O 2.473 0.101 0.350 -2.82 -1.30 0.72
O 0.580 0.531 1.903 0.03 -0.80 -0.68
C 1.263 -2.036 1.711 1.05 0.40 -1.25
F 2.358 -2.079 2.485 -1.03 0.60 0.17
F 0.149 -2.313 2.369 0.41 0.23 0.14
F 1.468 -2.970 0.780 -0.40 -0.07 -0.22
C 1.786 4.338 3.712 0.52 -0.83 1.06
C 0.328 3.962 3.897 -0.10 -0.89 -1.02
C -0.273 4.533 2.571 0.00 0.65 2.19
O 0.874 5.001 1.865 -0.32 -0.35 -1.74
C 1.990 4.200 2.208 2.00 1.15 1.26
H 2.451 3.745 4.341 0.13 -0.21 -0.34
H 2.002 5.376 3.964 -0.22 0.07 0.06
H -0.074 4.266 4.864 -0.39 0.36 -0.50
H 0.228 2.880 3.807 0.12 -0.11 0.37
H -0.952 5.359 2.780 -0.06 0.16 -0.68
H -0.741 3.794 1.921 -0.25 -0.30 -0.28
H 2.932 4.690 1.961 -0.38 0.62 -0.59
H 2.133 3.222 1.749 -1.31 -0.56 0.02
C -2.955 3.462 -2.086 -0.32 -0.47 -0.01
O -3.775 2.444 -2.706 0.31 1.46 1.02
H -2.179 3.844 -2.749 0.06 -0.12 -0.11
H -3.514 4.321 -1.716 -0.63 -0.15 -0.57
H -2.489 3.100 -1.169 0.33 -0.30 -0.02
H -3.171 1.745 -2.967 0.11 -0.13 -0.28
C -2.234 -2.979 -0.368 -0.95 -0.27 1.80
O -2.103 -2.223 -1.524 2.10 0.71 -0.58
H -3.242 -2.808 0.009 -0.08 -0.06 0.30
H -2.141 -4.064 -0.423 0.26 -0.14 -0.75
H -1.539 -2.648 0.404 0.07 0.18 -0.25
H -2.822 -2.422 -2.128 -0.86 -0.33 -0.77
C 1.847 -4.033 -2.143 1.69 -1.77 -0.13
O 0.589 -3.519 -1.808 -0.55 0.93 0.09
H 1.757 -4.842 -2.868 -0.09 0.66 -0.92
H 2.581 -3.273 -2.411 -0.53 0.01 -0.31
H 2.290 -4.636 -1.351 -0.08 0.53 0.90
H 0.078 -4.271 -1.500 -0.51 0.25 0.02
C -4.813 -1.388 -3.354 -1.05 0.35 0.47
O -4.226 -2.689 -3.043 -0.18 1.45 -0.36
H -4.376 -0.550 -2.810 0.54 -0.57 0.31
H -4.813 -1.045 -4.389 0.43 -0.77 -0.26
H -5.854 -1.410 -3.032 -0.11 -0.05 -0.01
H -4.876 -3.330 -3.341 0.23 -0.27 0.00
C 1.996 0.920 -2.980 0.76 -0.29 0.13
O 1.803 -0.499 -2.930 -1.50 0.11 0.46
H 1.034 1.373 -3.221 0.27 0.16 0.19
H 2.450 1.255 -2.048 -0.58 0.16 0.39
H 2.760 1.169 -3.716 -0.34 -0.10 -0.49
H 2.643 -0.957 -3.006 0.42 -0.35 -0.61
C 3.961 -5.265 2.933 -0.29 -0.27 1.79
O 3.304 -5.586 4.198 0.06 -0.40 -1.89
H 3.455 -5.763 2.105 -0.25 0.21 0.12
H 3.971 -4.179 2.847 0.10 -0.03 -0.55
H 4.978 -5.655 2.968 0.17 0.15 -0.12
H 3.455 -4.873 4.824 0.40 -0.28 0.08
C 5.827 1.058 0.325 -0.55 -0.27 0.50
O 6.279 -0.232 -0.081 0.07 0.39 -0.31
H 6.384 1.481 1.162 0.43 0.01 -0.19
H 5.824 1.745 -0.521 0.40 -0.20 -0.08
H 4.794 1.013 0.670 -0.23 -0.18 -0.02
H 6.576 -0.763 0.662 -0.07 0.25 0.19
C 4.749 -1.473 -2.283 0.67 -1.03 0.15
O 4.090 -1.751 -3.543 -0.33 0.76 0.96
H 5.551 -0.736 -2.319 -0.03 -0.21 -0.37
H 4.097 -1.155 -1.469 -0.74 0.31 -0.59
H 5.099 -2.435 -1.910 0.63 0.09 0.07
H 4.732 -1.961 -4.225 0.07 0.06 0.06
C -6.002 2.492 3.242 -1.63 0.05 -0.08
O -4.611 2.298 3.161 0.24 0.37 0.39
H -6.373 3.514 3.157 0.98 0.41 -0.64
H -6.449 1.918 2.430 -0.51 0.01 0.22
H -6.457 2.272 4.208 0.32 -0.88 0.18
H -4.514 1.347 3.072 0.38 0.05 0.05
C -1.371 -2.237 5.888 0.04 1.87 2.07
O -1.453 -3.581 6.144 -0.10 -2.26 -0.78
H -2.204 -1.774 6.417 -0.52 0.62 -0.59
H -0.540 -1.890 6.501 0.65 0.75 -0.63
H -1.307 -1.881 4.859 0.02 -0.71 -0.01
H -1.390 -3.675 7.097 -0.08 -0.25 -0.07
C 2.176 -3.514 6.137 -0.28 1.31 -1.45
O 3.444 -4.100 6.305 -0.14 0.21 2.00
H 1.940 -2.691 6.812 0.34 -0.05 0.46
H 2.358 -3.026 5.179 -1.17 0.04 -0.34
H 1.321 -4.190 6.136 0.22 -0.27 -0.24
H 3.503 -4.166 7.261 0.82 -0.61 0.08
C -3.768 5.073 1.090 -0.20 0.43 0.94
O -3.793 4.984 2.511 0.64 -0.13 0.40
H -4.795 5.273 0.783 0.17 0.10 -0.65
H -3.110 5.928 0.939 -0.23 0.06 -0.67
H -3.365 4.199 0.577 -0.06 -0.08 0.16
H -4.106 4.125 2.803 -0.01 -0.34 -0.15
C 1.620 5.203 -1.666 0.27 -0.67 0.73
O 0.310 5.201 -1.075 0.54 0.71 -0.48
H 1.915 6.099 -2.212 -0.82 0.09 -0.04
H 2.372 5.094 -0.885 0.14 -0.01 0.17
H 1.732 4.317 -2.292 -0.12 0.04 -0.29
H 0.380 4.813 -0.200 -0.07 -0.30 -0.12